{"formula": "C2H11N3O", "method": "ωB97M-V/def2-TZVPD", "homo_ev": -8.6, "energy_ev": -8768.089, "homo_lumo_gap_ev": 9.56, "smiles": "CNO.NCN", "e_above_lowest_kcal_mol": 39.8, "species": ["O", "N", "N", "N", "C", "C", "H", "H", "H", "H", "H", "H", "H", "H", "H", "H", "H"], "coordinates": [[-2.06772, -0.86920, -0.00711], [1.34435, -0.72283, 0.74172], [-0.99527, -0.15781, -0.65273], [0.61005, 1.58276, 1.01068], [-1.09362, -0.31616, -2.09140], [1.13414, 0.44008, 1.68358], [-0.17299, 1.24512, 0.33687], [-2.01518, 0.14725, -2.45137], [1.32997, 2.00787, 0.43357], [2.06798, 0.69893, 2.20482], [-1.08652, -1.36498, -2.40791], [-0.24348, 0.19896, -2.53693], [2.18271, -0.57321, 0.18709], [-0.08019, -0.59861, -0.22744], [0.39542, 0.09150, 2.41125], [-2.77355, -0.21790, 0.11320], [1.46391, -1.59177, 1.25211]], "atomic_forces_ev_per_a": [[0.034, -0.106, -0.218], [0.425, 0.310, 0.562], [0.899, -0.423, 0.696], [-1.224, -0.156, -1.415], [-0.096, -0.304, 0.220], [0.119, -0.827, -0.206], [1.445, 0.846, 1.361], [0.087, 0.023, -0.021], [-0.086, 0.058, 0.062], [-0.284, -0.036, -0.048], [-0.010, -0.007, -0.041], [0.041, 0.038, -0.055], [-0.023, -0.042, 0.089], [-1.892, 0.579, -1.001], [0.174, 0.019, 0.025], [0.340, -0.014, -0.018], [0.053, 0.042, 0.009]], "nbo_charge": [-0.61, -0.87, -0.42, -0.87, -0.43, -0.05, 0.40, 0.19, 0.34, 0.17, 0.18, 0.20, 0.36, 0.40, 0.18, 0.46, 0.37]}